ORCA calculation (ωB97M-V/def2-TZVPD) on C14H23BrN2 in the gas phase.

Computed properties:
E: -3230.7621 hartree
Kohn-Sham gap: 9.22 eV
Charge: 0
SMILES: CCN(CC)CCN(C)Cc1ccc(Br)cc1
Lowest unoccupied orbital energy: 0.894 eV
Relative energy (zero: lowest compared OMol25 entry of this formula, charge and spin): 0.003 eV

Last column: Mulliken charge in e.
CARTESIAN COORDINATES (ANGSTROEM)
C 0.805 3.267 -3.370  -1.286
C 0.568 1.760 -3.381  -0.521
N 0.683 1.196 -2.050  0.327
C -0.405 1.582 -1.160  -0.725
C 0.098 2.436 0.000  -1.140
C 0.973 -0.222 -2.033  -0.861
C 1.755 -0.640 -0.781  -1.119
N 0.968 -0.746 0.438  0.722
C 1.827 -0.722 1.606  -1.307
C 0.136 -1.937 0.453  -1.006
C -0.879 -1.911 1.563  0.476
C -1.269 -3.088 2.190  -0.758
C -2.224 -3.077 3.192  -0.571
C -2.787 -1.872 3.570  0.069
Br -4.100 -1.844 4.955  -0.206
C -2.412 -0.685 2.963  -0.784
C -1.462 -0.713 1.960  0.246
H 0.026 3.786 -2.818  0.296
H 1.763 3.483 -2.905  0.304
H 0.814 3.646 -4.389  0.441
H -0.416 1.547 -3.839  0.329
H 1.332 1.298 -4.011  0.403
H -0.888 0.685 -0.758  0.364
H -1.164 2.141 -1.719  0.481
H 0.625 3.309 -0.372  0.453
H -0.739 2.767 0.613  0.339
H 0.777 1.855 0.615  0.052
H 1.616 -0.446 -2.889  0.523
H 0.060 -0.834 -2.141  0.304
H 2.271 -1.595 -0.996  0.443
H 2.517 0.124 -0.616  0.402
H 2.384 0.213 1.629  0.379
H 1.215 -0.785 2.504  0.386
H 2.546 -1.557 1.615  0.354
H 0.747 -2.857 0.533  0.334
H -0.406 -1.991 -0.497  0.295
H -0.824 -4.027 1.896  0.390
H -2.523 -3.994 3.676  0.427
H -2.859 0.248 3.271  0.445
H -1.152 0.203 1.484  0.302